ORCA calculation (ωB97M-V/def2-TZVPD) on the ion C5H12N2 with charge -1 in a non-equilibrium geometry.

Values from the calculation:
- Total charge: -1
- Relative energy (zero: lowest compared OMol25 entry of this formula, charge and spin): 164.4 kJ/mol
- Largest force on an atom: 3.82 eV Å⁻¹
- Multiplicity: 2

CARTESIAN COORDINATES (ANGSTROEM)
C1 -1.76135 -1.46051 0.63492
C2 -0.49604 -0.56249 0.44439
C3 -0.61011 0.22038 -0.85117
C4 0.52677 1.25318 -0.97646
C5 2.64250 0.25878 -0.50129
N1 1.77252 0.59523 -1.38359
N2 -0.10570 0.42040 1.59162
H1 -2.51365 -1.15675 -0.12206
H2 -1.53818 -2.52161 0.49500
H3 -2.23939 -1.41216 1.60213
H4 0.39769 -1.19983 0.42648
H5 -1.54138 0.75595 -1.16030
H6 -0.50308 -0.50289 -1.68136
H7 0.72345 2.08782 -0.31013
H8 0.20574 1.66663 -1.95006
H9 2.47695 0.39477 0.57664
H10 3.71112 0.20336 -0.77108
H11 -0.82847 1.13932 1.53975
H12 -0.31941 -0.17958 2.39658

Which charges does Mulliken predict for the atoms? In e, they are: C -1.58; C 0.53; C -1.83; C -1.29; C -0.71; N -0.56; N -0.91; H 0.34; H 0.34; H 0.36; H 0.37; H 0.92; H 0.26; H 0.77; H 0.54; H 0.35; H 0.34; H 0.43; H 0.33